The following is a DFT calculation (ωB97M-V/def2-TZVPD) of a structure of composition C41H44BCaCl3N13Se.

HOMO level	-10.317	eV
2S+1	1
Kohn-Sham gap	0.2979	Eh
M	955.1	g/mol
net charge	+1

Geometry as XYZ:
```
104
C41H44BCaCl3N13Se ωB97M-V/def2-TZVPD
Ca 0.12 -0.12 0.16
C 2.58 -0.05 -2.71
N 1.79 -0.95 -1.87
C 2.57 -2.11 -1.46
C 3.34 -1.98 -0.18
C 4.66 -2.42 -0.10
C 5.27 -2.48 1.14
C 4.55 -2.09 2.26
C 3.26 -1.63 2.07
N 2.66 -1.58 0.89
C 0.59 -1.42 -2.57
C -0.27 -0.31 -3.08
C -0.73 -0.33 -4.40
C -1.60 0.67 -4.82
C -1.91 1.68 -3.93
C -1.38 1.63 -2.65
N -0.62 0.63 -2.22
C 2.79 1.35 -2.19
C 4.00 1.99 -2.41
C 4.14 3.31 -2.05
C 3.05 3.96 -1.49
C 1.88 3.24 -1.30
N 1.75 1.97 -1.63
H 2.08 0.08 -3.68
H 3.57 -0.48 -2.91
H 3.27 -2.42 -2.26
H 1.89 -2.94 -1.29
H 5.18 -2.74 -0.99
H 6.29 -2.85 1.23
H 4.98 -2.15 3.24
H 2.67 -1.32 2.92
H -0.02 -1.96 -1.84
H 0.86 -2.09 -3.40
H -0.44 -1.11 -5.08
H -2.00 0.66 -5.82
H -2.57 2.48 -4.22
H -1.58 2.42 -1.93
H 4.83 1.45 -2.86
H 5.08 3.84 -2.20
H 3.11 5.00 -1.19
H 1.01 3.70 -0.86
C 3.03 2.20 1.39
C 2.15 1.47 2.35
C 2.26 1.52 3.74
C 1.24 0.72 4.21
C 0.89 0.48 5.64
N 0.59 0.23 3.14
N 1.13 0.69 2.01
B -0.56 -0.78 3.16
N -1.83 -0.18 2.54
N -1.91 0.21 1.25
C -3.17 0.60 1.04
C -3.71 1.07 -0.27
C -3.90 0.48 2.22
C -3.02 -0.03 3.15
C -3.30 -0.33 4.58
N -0.17 -2.10 2.44
N -0.24 -2.28 1.10
C -0.12 -3.60 0.88
C -0.29 -4.31 -0.42
C 0.06 -4.26 2.10
C 0.03 -3.27 3.06
C 0.17 -3.47 4.53
H 4.02 2.34 1.83
H 2.61 3.18 1.19
H 3.13 1.64 0.47
H 2.99 2.06 4.31
H 1.55 1.06 6.27
H 0.99 -0.57 5.90
H -0.14 0.78 5.84
H -0.80 -1.05 4.28
H -3.06 0.76 -1.08
H -3.83 2.15 -0.28
H -4.70 0.63 -0.41
H -4.94 0.71 2.36
H -4.33 -0.08 4.82
H -2.65 0.25 5.24
H -3.14 -1.39 4.79
H -0.79 -3.69 -1.16
H -0.90 -5.19 -0.25
H 0.67 -4.65 -0.81
H 0.20 -5.32 2.24
H 0.39 -4.52 4.73
H -0.75 -3.21 5.06
H 0.97 -2.86 4.94
Se -2.91 -2.43 0.79
N -2.59 -2.01 -0.88
C -3.71 -2.26 -1.59
C -3.87 -2.04 -2.96
C -5.08 -2.34 -3.54
C -6.14 -2.87 -2.78
C -6.02 -3.11 -1.44
C -4.80 -2.80 -0.82
N -4.53 -2.96 0.48
H -3.06 -1.63 -3.54
H -5.23 -2.15 -4.59
H -7.08 -3.08 -3.28
H -6.82 -3.52 -0.85
Cl -3.70 5.03 0.16
C -1.94 5.24 0.32
Cl -1.27 5.89 -1.21
Cl -1.56 6.35 1.66
C -1.32 3.96 0.56
N -0.81 2.95 0.72
```

The following is a DFT calculation (ωB97M-V/def2-TZVPD) of a structure of composition C41H44Br9N5O16.

HOMO level	-9.793	eV
2S+1	1
Kohn-Sham gap	0.3204	Eh
M	1582.0	g/mol
relative energy (zero: lowest compared OMol25 entry of this formula, charge and spin)	87.96	kcal/mol

Geometry as XYZ:
```
115
C41H44Br9N5O16 ωB97M-V/def2-TZVPD
C -5.78 -3.26 2.25
C -6.47 -2.39 3.05
C -6.25 -1.01 2.99
C -5.22 -0.56 2.18
C -4.42 -1.46 1.41
C -4.69 -2.83 1.54
N -4.72 0.87 2.28
O -4.98 1.56 3.27
O -3.91 1.19 1.43
H -6.08 -4.30 2.23
H -7.18 -2.82 3.74
H -6.94 -0.40 3.56
H -3.57 -1.17 0.80
H -4.13 -3.55 0.96
C -1.55 4.26 -0.03
C -1.36 2.96 0.34
C -0.40 2.56 1.28
C 0.55 3.54 1.70
C 0.38 4.87 1.28
C -0.64 5.23 0.39
N 1.78 3.20 2.36
O 2.09 2.04 2.60
O 2.54 4.13 2.68
H -2.34 4.59 -0.70
H -2.16 2.31 0.04
H -0.32 1.59 1.74
H 1.10 5.61 1.60
H -0.73 6.28 0.14
C 0.49 2.80 -5.63
C 0.12 1.65 -4.94
C 0.04 0.49 -5.65
C 0.32 0.46 -7.05
C 0.62 1.67 -7.70
C 0.69 2.89 -7.00
N 0.20 -0.84 -7.75
O -0.68 -1.66 -7.43
O 0.94 -1.11 -8.64
H 0.47 3.72 -5.06
H -0.11 1.67 -3.88
H -0.20 -0.44 -5.15
H 0.75 1.65 -8.77
H 0.92 3.82 -7.49
C 2.16 0.21 -0.93
C 0.95 -0.33 -1.43
C 0.22 -1.10 -0.54
C 0.65 -1.40 0.76
C 1.74 -0.72 1.30
C 2.45 0.13 0.41
N -0.22 -2.20 1.67
O -1.36 -2.55 1.31
O 0.24 -2.45 2.82
H 2.72 0.81 -1.64
H 0.69 -0.17 -2.47
H -0.68 -1.56 -0.91
H 2.10 -0.84 2.31
H 3.34 0.62 0.78
C -1.19 -6.03 4.24
C -1.24 -4.83 4.94
C -1.20 -4.87 6.31
C -1.05 -6.08 7.03
C -1.04 -7.23 6.27
C -1.17 -7.24 4.86
N -0.96 -6.03 8.50
O -1.12 -4.96 9.07
O -0.55 -7.03 9.13
H -1.31 -5.96 3.17
H -1.35 -3.87 4.45
H -1.36 -3.95 6.85
H -0.88 -8.20 6.71
H -1.32 -8.09 4.22
C 4.96 -1.11 -3.79
C 5.65 -0.44 -2.59
O 5.48 0.96 -2.53
C 5.81 1.67 -1.53
O 5.93 1.28 -0.34
O 5.76 2.93 -1.95
C 6.25 3.92 -1.07
H 5.15 -2.18 -3.87
H 5.40 -0.78 -4.73
H 3.88 -0.95 -3.84
H 6.72 -0.63 -2.54
H 5.15 -0.91 -1.73
H 5.68 3.93 -0.14
H 6.24 4.92 -1.51
H 7.20 3.61 -0.65
C -3.05 3.16 -3.38
C -3.19 1.87 -2.54
O -2.94 0.84 -3.49
C -2.92 -0.41 -3.06
O -3.18 -0.85 -2.00
O -2.48 -1.24 -4.12
C -2.46 -2.67 -4.09
H -2.58 4.07 -2.98
H -4.05 3.34 -3.76
H -2.38 3.06 -4.23
H -4.13 1.88 -1.99
H -2.31 1.88 -1.89
H -3.49 -2.98 -4.28
H -2.09 -3.19 -3.20
H -1.85 -3.12 -4.87
C 2.29 5.37 -1.95
Br 3.89 6.20 -2.68
Br 2.53 3.42 -1.94
Br 0.65 6.01 -2.95
H 2.18 5.61 -0.89
C 4.72 -0.47 4.65
Br 5.61 -0.09 2.90
Br 6.17 -0.94 5.94
Br 3.37 -1.92 4.57
H 4.25 0.43 5.03
C -1.28 0.14 5.33
Br -2.49 -1.42 5.17
Br -1.94 1.59 4.24
Br 0.67 -0.20 4.81
H -1.22 0.51 6.35
```

The following is a DFT calculation (ωB97M-V/def2-TZVPD) of a structure of composition C41H44CdNO3P2.

HOMO level	-10.207	eV
2S+1	1
Kohn-Sham gap	0.2863	Eh
M	773.2	g/mol
net charge	+1
relative energy (zero: lowest compared OMol25 entry of this formula, charge and spin)	0.00	kcal/mol

Geometry as XYZ:
```
92
C41H44CdNO3P2 ωB97M-V/def2-TZVPD
Cd 0.85 0.97 -0.38
C -2.77 -0.29 0.67
C -2.15 0.46 1.86
P -1.01 -0.55 2.93
C -1.06 0.45 4.47
C 0.07 0.88 5.17
C -0.06 1.52 6.40
C -1.31 1.72 6.95
C -2.44 1.27 6.29
C -2.31 0.63 5.07
C 0.66 -0.05 2.29
C 1.63 -1.05 2.19
C 2.97 -0.73 2.00
C 3.37 0.60 1.92
C 2.43 1.61 2.01
C 1.08 1.29 2.19
C -1.77 -0.90 -0.31
P -1.01 -2.51 0.27
C -2.54 -3.50 0.26
C -2.78 -4.30 1.38
C -3.95 -5.04 1.49
C -4.89 -4.99 0.47
C -4.67 -4.19 -0.65
C -3.51 -3.45 -0.75
C -0.07 -3.00 -1.22
C 1.23 -2.49 -1.32
C 2.08 -2.89 -2.33
C 1.64 -3.82 -3.27
C 0.37 -4.35 -3.17
C -0.48 -3.95 -2.15
H -3.39 0.42 0.11
H -3.45 -1.06 1.03
H -2.96 0.79 2.52
H -1.65 1.38 1.53
H 1.06 0.71 4.76
H 0.83 1.84 6.92
H -1.40 2.22 7.91
H -3.42 1.41 6.72
H -3.21 0.25 4.58
H 1.33 -2.09 2.27
H 3.71 -1.52 1.93
H 4.41 0.84 1.78
H 2.73 2.65 1.94
H 0.36 2.09 2.33
H -0.97 -0.16 -0.49
H -2.22 -1.04 -1.29
H -2.05 -4.33 2.18
H -4.12 -5.66 2.36
H -5.80 -5.57 0.55
H -5.41 -4.15 -1.43
H -3.35 -2.83 -1.62
H 1.61 -1.81 -0.56
H 3.09 -2.50 -2.38
H 2.31 -4.15 -4.05
H 0.03 -5.09 -3.88
H -1.46 -4.40 -2.07
C 7.49 -0.18 -2.09
O 6.71 -0.45 -3.24
C 5.39 -0.20 -3.19
C 4.67 -0.50 -4.37
C 3.33 -0.28 -4.39
C 2.61 0.23 -3.28
C 1.18 0.34 -3.42
C 0.52 0.01 -4.74
O 0.39 0.68 -2.51
C 3.34 0.55 -2.10
O 2.86 1.06 -1.00
C 4.74 0.31 -2.09
H 8.51 -0.46 -2.34
H 7.15 -0.77 -1.24
H 7.46 0.88 -1.83
H 5.21 -0.90 -5.22
H 2.80 -0.53 -5.30
H 0.95 0.58 -5.56
H -0.54 0.24 -4.65
H 0.63 -1.05 -4.96
H 5.26 0.57 -1.18
C -2.23 5.50 0.92
C -2.33 4.69 -0.37
C -3.69 4.00 -0.49
C -2.05 5.57 -1.60
C -1.30 3.64 -0.33
N -0.51 2.81 -0.28
H -2.97 6.30 0.89
H -1.24 5.96 1.03
H -2.42 4.88 1.80
H -4.46 4.77 -0.55
H -3.90 3.38 0.38
H -3.76 3.39 -1.38
H -2.80 6.35 -1.64
H -2.10 4.99 -2.52
H -1.07 6.04 -1.53
```

The following is a DFT calculation (ωB97M-V/def2-TZVPD) of a structure of composition C41H44F5I2O3P.

HOMO level	-7.928	eV
2S+1	1
Kohn-Sham gap	0.2815	Eh
M	964.6	g/mol

Geometry as XYZ:
```
96
C41H44F5I2O3P ωB97M-V/def2-TZVPD
C 0.21 1.56 2.48
O 1.63 2.00 2.32
C 1.71 3.20 3.17
P 2.73 4.64 2.46
C 2.02 4.88 0.67
C 2.39 3.65 -0.35
C 1.13 2.70 -0.79
C 1.67 1.13 -0.82
O 1.70 0.58 -2.21
C 0.78 -0.60 -2.19
C 1.20 -2.12 -1.73
O -0.51 -0.34 -2.53
C 4.58 4.25 2.29
I 5.66 5.10 0.53
C 5.43 3.45 3.22
C 4.78 2.81 4.58
I 7.56 3.15 2.78
H -0.55 2.30 1.94
H -0.08 1.50 3.63
H 0.01 0.50 1.98
H 0.59 3.60 3.27
H 2.01 2.88 4.29
H 2.31 5.95 0.22
H 0.84 4.92 0.82
H 3.31 3.05 0.11
H 2.81 4.14 -1.35
H 0.24 2.79 -0.04
H 0.74 2.95 -1.87
H 0.99 0.39 -0.21
H 2.77 1.00 -0.40
H 1.05 -2.28 -0.56
H 2.31 -2.42 -2.00
H 0.47 -2.88 -2.28
H 5.66 2.24 5.14
H 3.99 1.99 4.29
H 4.37 3.61 5.35
F 7.98 1.69 -0.29
C 7.51 1.77 -1.55
C 8.06 0.95 -2.53
C 7.57 1.02 -3.83
C 6.55 1.93 -4.14
C 6.02 2.76 -3.15
C 6.50 2.67 -1.85
H 8.85 0.25 -2.27
H 7.98 0.38 -4.60
H 6.18 1.99 -5.16
H 5.23 3.46 -3.40
H 6.09 3.30 -1.06
F 0.33 5.75 3.46
C -0.89 6.19 3.82
C -1.34 7.41 3.33
C -2.61 7.87 3.70
C -3.40 7.10 4.56
C -2.93 5.88 5.04
C -1.67 5.42 4.66
H -0.71 8.00 2.68
H -2.97 8.82 3.32
H -4.39 7.46 4.85
H -3.55 5.29 5.71
H -1.30 4.46 5.02
F -6.91 -3.43 -3.82
C -5.62 -3.07 -3.73
C -5.23 -2.15 -2.76
C -3.89 -1.78 -2.66
C -2.95 -2.33 -3.54
C -3.35 -3.24 -4.52
C -4.69 -3.62 -4.61
H -5.97 -1.73 -2.09
H -3.57 -1.07 -1.90
H -1.91 -2.04 -3.47
H -2.62 -3.66 -5.20
H -5.02 -4.34 -5.35
F 2.30 -4.89 -2.36
C 1.60 -5.67 -1.52
C 0.99 -6.81 -2.01
C 0.26 -7.63 -1.15
C 0.15 -7.28 0.20
C 0.76 -6.12 0.68
C 1.50 -5.31 -0.18
H 1.08 -7.06 -3.07
H -0.22 -8.53 -1.52
H -0.43 -7.91 0.88
H 0.67 -5.85 1.73
H 1.99 -4.42 0.18
F -8.96 -7.04 2.08
C -8.50 -6.37 1.01
C -8.01 -5.08 1.18
C -7.53 -4.38 0.08
C -7.56 -4.97 -1.19
C -8.06 -6.26 -1.35
C -8.53 -6.96 -0.24
H -8.00 -4.63 2.17
H -7.13 -3.37 0.20
H -7.19 -4.42 -2.05
H -8.09 -6.71 -2.34
H -8.92 -7.97 -0.35
```

Taking the records one at a time from the top gives F_max values of 0.0369; 0.0911; 0.0099; 0.1691 hartree/bohr.